# 1
# C28H18Cl5N8O5Rb

C28H18Cl5N8O5Rb as an isolated structure in a non-equilibrium geometry (wB97M-V/def2-TZVPD, OMol25).

```
! wB97M-V def2-TZVPD RIJCOSX def2/J DEFGRID3
* xyz -2 1
Rb -0.50323 0.08851 -0.07677
Cl -0.70122 0.37296 7.23949
C -0.90206 -0.17665 5.61326
C -1.71659 -1.27074 5.34770
Cl -2.51016 -2.09846 6.64319
C -1.88569 -1.68684 4.03763
Cl -2.88143 -3.06361 3.70511
C -1.29165 -1.05324 2.91974
O -1.47756 -1.44097 1.74224
C -0.41328 0.10428 3.20401
O 0.16451 0.71195 2.27200
C -0.26946 0.46999 4.56430
Cl 0.77592 1.81198 4.89274
C 4.49905 4.05727 -1.69283
N 3.59785 2.94678 -1.78348
C 2.80290 2.41086 -0.83834
N 2.15593 1.38414 -1.33046
C 2.58428 1.31838 -2.60382
N 3.46008 2.24601 -2.91602
C 5.56529 3.87761 -0.63527
C 6.23722 5.00489 -0.16227
C 7.20891 4.87626 0.82364
C 7.51585 3.64103 1.34397
C 6.85852 2.49820 0.86495
C 5.88537 2.63227 -0.13565
C 7.17393 1.22321 1.41772
N 8.11430 0.95944 2.29634
N 8.05418 -0.33781 2.57289
C 7.07683 -0.85392 1.86212
O 6.47530 0.09568 1.08714
C 6.65092 -2.21503 1.88335
C 7.27060 -3.09485 2.78252
C 6.88370 -4.41298 2.83095
C 5.87409 -4.87827 1.99853
C 5.23940 -4.01110 1.10863
C 4.14848 -4.57962 0.22711
N 3.31697 -3.59690 -0.40168
C 2.45663 -2.71573 0.14280
N 1.88666 -2.00906 -0.80081
C 2.42660 -2.49475 -1.93286
N 3.29703 -3.45704 -1.73381
C 5.62980 -2.68861 1.04548
H 3.92437 4.96430 -1.47287
H 4.95660 4.16613 -2.68205
H 2.73058 2.77371 0.16666
H 2.24442 0.58038 -3.29984
H 5.99413 5.98124 -0.55815
H 7.71589 5.75739 1.19375
H 8.24358 3.51358 2.12845
H 5.39171 1.74276 -0.49552
H 8.03703 -2.69728 3.42706
H 7.36118 -5.08904 3.52674
H 5.57350 -5.91563 2.04391
H 3.51537 -5.24290 0.82722
H 4.59443 -5.16464 -0.58497
H 2.27004 -2.62081 1.19233
H 2.16267 -2.14194 -2.90863
H 5.15755 -2.00110 0.35983
Cl -1.07446 -1.75407 -2.57551
C -2.69319 -1.36468 -2.01524
C -2.99727 0.18451 -2.17461
O -4.12302 0.42600 -2.61535
O -2.09374 0.96064 -1.84328
H -2.74659 -1.66135 -0.96488
H -3.41524 -1.94579 -2.59139
*
```

Calculated values
- M (g/mol) = 809.24
- relative energy (zero: lowest compared OMol25 entry of this formula, charge and spin) (kJ/mol) = 161.21
- highest occupied orbital energy (eV) = -0.04
- E (eV) = -114756.368
- frontier orbital gap (eV) = 2.64

Mulliken atomic charge list, values in e, 2 entries: Rb 1.0848; Cl -0.2833

# 2
# C4H15N2O2

A 3-piece molecular cluster, C4H15N2O2 overall in a non-equilibrium geometry (wB97M-V/def2-TZVPD, OMol25).

```
! wB97M-V def2-TZVPD RIJCOSX def2/J DEFGRID3
* xyz 0 2
C 1.12586 2.11318 0.74214
C -0.34326 1.80376 0.90115
C -0.66890 0.78703 -0.01764
C -1.29102 0.85091 -1.24452
N -1.62374 -0.23217 -1.99044
N -0.53095 -0.59652 0.71080
H 1.81892 1.27947 0.25692
H 1.61846 2.41727 1.66441
H 1.33401 2.80585 0.05095
H -0.68913 1.58746 1.86098
H -0.82408 2.71451 0.62336
H -1.51399 1.92037 -1.63403
H -1.19793 -1.14159 -1.91148
H -2.00243 -0.11802 -2.95743
H -0.94692 -1.46965 0.28645
H 0.42363 -0.83693 1.04417
H -0.88002 -0.44074 1.68478
H 2.86263 -1.33624 2.01218
H 2.59164 -1.24192 0.59364
O 2.31921 -0.76266 1.40604
H -1.11010 -3.87654 -1.40624
H 0.19719 -3.11262 -1.51005
O -0.66908 -3.11422 -1.16616
*
```

Calculated values
- M (g/mol) = 123.18
- relative energy (zero: lowest compared OMol25 entry of this formula, charge and spin) (kJ/mol) = 259.64
- highest occupied orbital energy (spin up / spin down) (eV) = -2.81 / -8.34
- E (eV) = -11461.717
- frontier orbital gap (spin up / spin down) (eV) = 3.61 / 8.83

Mulliken atomic charge list, values in e, 2 entries: C -1.2889; C -0.6895

# 3
# C2H9N2S2

A 2-piece molecular cluster, C2H9N2S2 overall in a non-equilibrium geometry (wB97M-V/def2-TZVPD, OMol25).

```
! wB97M-V def2-TZVPD RIJCOSX def2/J DEFGRID3
* xyz 1 1
C -0.21024 -1.18291 0.02908
C -0.12749 -0.13128 1.13370
N -1.17874 -0.82189 -1.07666
N 1.09846 1.33245 -0.10511
S 0.67064 -0.21916 2.58480
S -1.66184 0.79033 1.16190
H 0.87821 -1.28496 -0.28451
H -0.60000 -2.11080 0.51043
H -0.94305 -0.88413 -2.04945
H 0.91559 2.06467 -0.81489
H 1.79604 0.68908 -0.60399
H -2.00512 -1.39395 -0.90604
H 1.57314 1.79423 0.71485
H 0.16832 0.76419 3.41589
H -1.71481 0.41496 -0.05615
*
```

Calculated values
- M (g/mol) = 125.24
- relative energy (zero: lowest compared OMol25 entry of this formula, charge and spin) (kJ/mol) = 261.58
- highest occupied orbital energy (eV) = -13.88
- E (eV) = -26862.038
- frontier orbital gap (eV) = 9.04

Mulliken atomic charge list, values in e, 2 entries: C -0.5568; C 0.4164

# 4
# C6H7CsLiO6

C6H7CsLiO6 as an isolated structure in a non-equilibrium geometry (wB97M-V/def2-TZVPD, OMol25).

```
! wB97M-V def2-TZVPD RIJCOSX def2/J DEFGRID3
* xyz 1 1
Li -0.95910 2.78608 -2.30097
O 0.77374 2.19417 -1.94442
O 0.89751 1.32118 0.23556
C -0.09405 1.97021 1.01612
C -1.38447 1.43726 0.40618
O -1.03688 1.25016 -0.96475
C 0.42036 1.27508 -1.10298
H 0.04261 1.68713 2.06457
H -0.00976 3.06307 0.91569
H -2.21677 2.14785 0.47017
H -1.67292 0.47125 0.84418
Cs -0.45755 -6.66728 4.49195
O -1.12073 -3.24480 0.87007
O -0.05211 -1.73649 -0.41035
C 0.98112 -1.03542 -0.65441
C 0.90731 -0.06710 -1.73894
O 0.96969 -2.69867 1.41691
C -0.06541 -2.63662 0.76396
H 1.81722 -1.10740 0.05049
H 0.22141 -0.37479 -2.53401
H 2.03881 -0.03485 -1.89502
*
```

Calculated values
- M (g/mol) = 314.96
- relative energy (zero: lowest compared OMol25 entry of this formula, charge and spin) (kJ/mol) = 26.93
- highest occupied orbital energy (eV) = -11.48
- E (eV) = -19367.610
- frontier orbital gap (eV) = 8.01

Mulliken atomic charge list, values in e, 2 entries: Li 0.8944; O -1.0985

# 5
# C5H6N2OS3

One molecule with the formula C5H6N2OS3 in a non-equilibrium geometry (wB97M-V/def2-TZVPD, OMol25).

```
! wB97M-V def2-TZVPD RIJCOSX def2/J DEFGRID3
* xyz 0 1
O -1.23653 2.16364 1.70710
C -1.57141 1.37659 0.84676
N -0.64989 0.55915 0.24240
C -1.00633 -0.37941 -0.71242
S -2.72343 -0.67399 -1.11224
C -0.06968 -0.94981 -1.45480
C 1.38469 -0.65613 -1.32836
S 2.54193 -1.18648 -2.36084
N 1.70359 0.15033 -0.31066
C 0.77241 0.65235 0.64965
S 0.84681 -0.50066 2.20257
H -2.61145 1.20678 0.61028
H -2.42878 -1.49386 -2.21227
H -0.28224 -1.83578 -2.23568
H 2.64092 0.17988 0.10606
H 0.95257 1.56949 1.20843
H 0.74818 0.45460 3.17704
*
```

Calculated values
- M (g/mol) = 206.32
- relative energy (zero: lowest compared OMol25 entry of this formula, charge and spin) (kJ/mol) = 2.91
- highest occupied orbital energy (eV) = -8.71
- SMILES = O=CN1C(S)=CC(=S)N[C@@H]1S
- E (eV) = -42814.526
- frontier orbital gap (eV) = 8.35

Mulliken atomic charge list, values in e, 2 entries: O -0.5274; C -0.0125

# 6
# H6O3

A 3-piece molecular cluster, H6O3 overall in a non-equilibrium geometry (wB97M-V/def2-TZVPD, OMol25).

```
! wB97M-V def2-TZVPD RIJCOSX def2/J DEFGRID3
* xyz 0 1
O 1.29574 0.19713 2.15674
H 1.89806 -0.13579 1.47721
H 0.49854 0.52866 1.70667
O -1.19785 -2.07444 -0.35945
H -0.62806 -1.31994 -0.56984
H -1.75745 -1.98101 -1.11061
O -0.17315 1.26405 -1.10621
H -0.71036 2.04141 -0.98853
H 0.77453 1.47992 -1.20597
*
```

Calculated values
- M (g/mol) = 54.05
- relative energy (zero: lowest compared OMol25 entry of this formula, charge and spin) (kJ/mol) = 60.48
- highest occupied orbital energy (eV) = -11.39
- SMILES = O.O.O
- E (eV) = -6239.626
- frontier orbital gap (eV) = 11.72

Mulliken atomic charge list, values in e, 2 entries: O -0.6309; H 0.3044

# 7
# C16H32O19Tl

C16H32O19Tl as an isolated structure in a non-equilibrium geometry (wB97M-V/def2-TZVPD, OMol25).

```
! wB97M-V def2-TZVPD RIJCOSX def2/J DEFGRID3
* xyz 1 1
Tl 0.23354 -3.33563 2.07688
O 0.09294 -0.66510 1.30828
H 0.00010 0.13320 0.76885
O 0.18935 0.59701 3.31201
C 0.90411 -0.19750 4.05821
O 1.41945 -1.23740 3.56799
O 1.15667 -0.02428 5.24292
H -0.00971 0.07479 2.46776
C -4.96047 -1.78249 5.20075
O -3.57590 -1.87179 4.98590
C -2.95336 -1.47800 3.88953
O -1.84565 -1.82343 3.60710
O -3.70667 -0.60590 3.21977
C -3.01126 0.20114 2.25975
H -5.22045 -2.06430 6.21983
H -5.63561 -2.41358 4.61568
H -5.29302 -0.75334 5.05070
H -2.78166 -0.41327 1.38664
H -2.09934 0.58620 2.71625
H -3.64232 1.04149 1.98509
C 2.19481 -0.20267 -0.89423
O 3.32454 -1.02913 -0.90885
C 3.43535 -2.07968 -0.12209
O 2.59343 -2.53080 0.62028
O 4.61760 -2.59563 -0.29748
C 5.27964 -3.34480 0.72053
H 2.40347 0.74156 -1.39063
H 1.83461 0.02472 0.11411
H 1.35947 -0.64712 -1.44534
H 5.15357 -2.83283 1.67398
H 6.29522 -3.61959 0.47115
H 4.70596 -4.27441 0.82138
C 2.61417 2.59875 1.40104
O 3.57270 2.57686 0.37798
C 3.23384 3.13211 -0.79237
O 2.17693 3.67712 -1.01017
O 4.08176 2.74529 -1.73478
C 4.07146 3.48793 -2.95803
H 2.98784 2.07210 2.27355
H 1.63232 2.15940 1.18036
H 2.32898 3.62249 1.65659
H 3.04741 3.56581 -3.32107
H 4.82458 3.12190 -3.64164
H 4.33162 4.52444 -2.71619
C -2.05108 -1.45322 -1.51143
O -1.21806 -2.14804 -2.43425
C -0.48721 -3.16822 -1.99021
O -0.39229 -3.52795 -0.85101
O 0.18416 -3.72144 -2.98670
C -0.18931 -3.49393 -4.34087
H -1.62502 -0.47758 -1.28536
H -2.30920 -2.04496 -0.63997
H -2.93920 -1.19627 -2.09175
H -0.23619 -2.44215 -4.62334
H -1.17293 -3.91934 -4.54182
H 0.56625 -3.98516 -4.94535
C -4.05469 3.04004 -3.80886
O -3.65313 3.14139 -2.44617
C -2.53798 2.54682 -2.08040
O -1.87306 1.79365 -2.75354
O -2.24035 2.94284 -0.84260
C -0.91472 2.65766 -0.40160
H -3.54548 3.78908 -4.41027
H -5.13149 3.10536 -3.93220
H -3.78825 2.04652 -4.17441
H -0.62806 3.42773 0.30150
H -0.24820 2.57014 -1.25827
H -0.87655 1.65541 0.03089
*
```

Calculated values
- M (g/mol) = 732.80
- relative energy (zero: lowest compared OMol25 entry of this formula, charge and spin) (kJ/mol) = 49.99
- highest occupied orbital energy (eV) = -13.24
- E (eV) = -60694.511
- frontier orbital gap (eV) = 4.05

Mulliken atomic charge list, values in e, 2 entries: Tl 1.0584; O -0.0275